{"formula": "C3H6", "method": "ωB97M-V/def2-TZVPD", "symbols": ["C", "C", "C", "H", "H", "H", "H", "H", "H"], "xyz": [[-0.6306, -0.5803, -0.0093], [-0.2156, 0.8077, 0.0065], [0.8596, -0.2561, -0.0178], [-1.1955, -0.9322, -0.8689], [-1.0673, -0.8850, 0.9723], [-0.1996, 1.3354, 0.9325], [-0.3796, 1.4349, -0.8977], [1.4174, -0.3886, -0.9742], [1.3444, -0.3921, 0.9595]], "smiles": "C1CC1", "relative_energy_kj_mol": 41.0, "lumo_energy_ev": 1.42, "largest_force_ha_per_bohr": 0.0462}